<w>
Entry from OMol25: an isolated molecule of C3H4ClF (ωB97M-V/def2-TZVPD).

```
! RIJCOSX wB97M-V def2-TZVPD def2/J DEFGRID3
* xyz 0 1
C -0.19765 0.29064 -0.42518
C 0.85576 -0.79709 -0.11736
C -0.56026 0.28795 0.98910
F 2.07546 -0.43736 0.21817
Cl -1.91662 -0.69549 1.52142
H 0.17087 1.36231 -0.60554
H -0.76153 -0.04818 -1.38506
H 0.53471 -1.78847 0.21226
H -0.06002 1.06759 1.56732
*
```

## Properties
- HOMO level (eV) = -7.922
- gap between HOMO and LUMO (eV) = 8.6

Listed below, in e, are the Mulliken charges computed for each atom: -0.2533 -0.1058 -0.4252 -0.2289 -0.1814 0.2164 0.2753 0.3412 0.3616

<x>
Entry from OMol25: an isolated molecule of C3H4ClF (ωB97M-V/def2-TZVPD).

```
! RIJCOSX wB97M-V def2-TZVPD def2/J DEFGRID3
* xyz 0 1
C 0.15240 1.31093 0.57414
C 0.43924 0.05550 0.16883
C -0.35096 -0.95656 -0.54137
F -1.34333 -0.33044 -1.19660
Cl 0.61363 -1.97884 -1.60018
H 0.76218 1.72766 1.41632
H -0.65884 1.98642 0.32751
H 1.27130 -0.24167 0.73743
H -0.88561 -1.57299 0.11393
*
```

## Properties
- HOMO level (eV) = -10.411
- gap between HOMO and LUMO (eV) = 11.2
- structure (SMILES) = C=C[C@@H](F)Cl

Listed below, in e, are the Mulliken charges computed for each atom: -0.6614 -0.2896 0.3735 -0.2396 -0.1732 0.2030 0.2926 0.2778 0.2169

Tell me which of them is the least stable. Sure, it is <w>.